174
Properties=species:S:1:pos:R:3 method="wB97M-V/def2-TZVPD" homo_ev=-8.800 homo_lumo_gap_ev=9.24 lumo_energy_ev=0.438
C 2.454 3.504 3.256
C 2.624 4.998 3.226
O 3.421 5.494 4.385
O 1.566 3.171 2.190
H 1.904 3.289 4.196
H 3.379 2.913 3.305
H 1.641 5.489 3.039
H 3.289 5.267 2.387
H 2.792 5.470 5.142
H 2.036 2.585 1.536
C -2.302 1.394 3.684
C -3.721 1.479 3.454
O -4.180 1.398 2.173
O -1.934 1.296 5.074
H -1.783 2.311 3.347
H -1.763 0.643 3.102
H -4.031 2.428 3.883
H -4.331 0.704 4.059
H -4.578 0.576 1.884
H -2.315 0.538 5.458
C 6.716 1.345 -1.733
C 6.383 2.511 -0.758
C 7.582 3.402 -0.628
O 7.171 4.756 -0.221
C 6.701 4.663 1.091
N 5.271 3.248 -1.332
H 7.558 0.734 -1.352
H 7.038 1.840 -2.668
H 5.921 0.654 -1.843
H 6.083 2.088 0.175
H 8.122 3.600 -1.561
H 8.320 2.990 0.092
H 6.020 5.438 1.351
H 7.615 4.837 1.752
H 6.297 3.647 1.220
H 5.068 2.973 -2.292
H 5.506 4.242 -1.281
C -1.792 5.273 -0.771
C -1.140 3.899 -0.652
C 0.373 3.967 -1.009
O 0.490 4.560 -2.276
C 1.853 4.757 -2.575
N -1.283 3.309 0.695
H -2.837 5.246 -0.434
H -1.712 5.535 -1.825
H -1.293 6.050 -0.234
H -1.562 3.201 -1.373
H 0.719 2.906 -1.024
H 0.924 4.582 -0.296
H 2.309 5.434 -1.838
H 2.074 5.238 -3.528
H 2.377 3.781 -2.554
H -0.415 3.392 1.207
H -2.055 3.586 1.239
C -6.935 -2.054 -0.663
C -6.527 -1.016 0.418
C -7.231 -1.386 1.676
O -8.633 -1.322 1.504
C -9.469 -1.001 2.645
N -5.111 -1.025 0.691
H -7.969 -1.992 -0.850
H -6.546 -3.024 -0.372
H -6.468 -1.688 -1.571
H -6.799 -0.012 0.147
H -6.896 -0.618 2.445
H -6.942 -2.408 1.974
H -10.508 -0.847 2.210
H -9.203 -0.102 3.108
H -9.443 -1.876 3.356
H -4.651 -0.615 -0.080
H -4.822 -1.971 0.858
C 2.160 -6.339 -0.045
C 1.608 -5.467 0.981
C 0.047 -5.438 0.944
O -0.406 -6.773 0.790
C -1.536 -7.048 1.502
N 2.140 -5.915 2.284
H 3.145 -6.014 -0.270
H 1.736 -6.135 -0.976
H 2.120 -7.341 0.281
H 1.886 -4.443 0.851
H -0.269 -4.907 0.059
H -0.433 -5.003 1.742
H -1.264 -7.096 2.602
H -1.989 -8.035 1.211
H -2.250 -6.223 1.508
H 1.928 -6.829 2.572
H 1.864 -5.249 3.015
C 2.277 -1.451 4.233
C 3.100 -2.226 3.233
C 4.501 -1.610 3.054
O 4.568 -0.336 2.385
C 5.436 0.533 3.097
N 3.207 -3.612 3.659
H 2.943 -0.682 4.630
H 1.995 -2.200 4.993
H 1.333 -1.059 3.922
H 2.644 -2.332 2.187
H 5.169 -2.293 2.476
H 4.921 -1.475 4.139
H 5.217 1.523 2.702
H 6.473 0.209 2.883
H 5.190 0.551 4.183
H 3.830 -4.145 3.079
H 3.612 -3.604 4.607
C -0.658 -3.974 -4.907
C -0.919 -4.158 -3.435
C -2.389 -3.828 -3.049
O -2.647 -2.431 -2.940
C -4.007 -2.339 -2.493
N -0.683 -5.553 -3.049
H 0.357 -4.325 -5.077
H -0.710 -2.989 -5.412
H -1.239 -4.739 -5.447
H -0.329 -3.419 -2.896
H -2.597 -4.238 -2.082
H -3.046 -4.361 -3.768
H -4.568 -2.741 -3.322
H -4.283 -1.262 -2.389
H -4.151 -2.933 -1.555
H -0.907 -5.817 -2.078
H 0.159 -5.967 -3.390
C 2.748 -0.436 -1.069
C 1.976 0.658 -0.306
C 1.056 -0.007 0.747
O 0.436 -1.167 0.230
C -0.678 -1.546 1.035
N 2.849 1.643 0.349
H 3.599 -0.840 -0.521
H 3.225 -0.201 -2.034
H 2.168 -1.340 -1.222
H 1.317 1.106 -1.002
H 0.245 0.708 0.904
H 1.645 -0.158 1.680
H -1.427 -0.798 0.969
H -0.360 -1.643 2.066
H -1.029 -2.453 0.654
H 3.442 1.077 0.910
H 3.437 2.131 -0.249
C -0.012 0.150 -3.574
C -0.994 1.093 -2.980
C -2.049 1.490 -3.963
O -1.515 2.080 -5.162
C -1.317 3.452 -5.148
N -1.776 0.518 -1.792
H -0.560 -0.816 -3.663
H 0.800 -0.125 -2.888
H 0.326 0.358 -4.573
H -0.555 2.003 -2.671
H -2.741 2.178 -3.582
H -2.605 0.540 -4.315
H -2.249 4.038 -5.195
H -0.660 3.687 -5.996
H -0.802 3.816 -4.259
H -1.413 -0.448 -1.626
H -1.546 1.117 -1.007
C -3.830 -2.158 3.424
O -3.882 -3.328 2.566
H -4.773 -1.652 3.464
H -3.535 -2.492 4.430
H -3.034 -1.537 3.035
H -4.584 -3.958 2.793
C -5.135 2.200 -1.841
O -4.549 0.911 -1.838
H -5.400 2.424 -0.778
H -4.423 2.942 -2.215
H -6.112 2.310 -2.459
H -3.569 0.920 -1.828
C 3.612 2.219 -5.011
O 4.721 3.076 -4.602
H 3.906 1.283 -4.645
H 2.787 2.619 -4.369
H 3.397 2.300 -6.095
H 4.719 3.912 -5.041